Entry 1:
C14H34AlNO4PS | the ωB97M-V functional and the def2-TZVPD basis

```
! wB97M-V def2-TZVPD RIJCOSX def2/J DEFGRID3
* xyz -1 1
C 2.742 2.388 -2.273
C 2.497 1.097 -2.256
Al 0.785 0.312 -1.537
C 0.956 -1.694 -1.501
C 0.349 -2.419 -2.722
C -1.012 -3.074 -2.494
C -1.150 -3.871 -1.207
C -0.239 -5.092 -1.124
C -0.084 -5.549 0.338
N -0.742 0.768 -2.545
C -0.945 2.201 -2.782
C -1.627 2.935 -1.607
C -2.540 4.109 -2.034
C -3.695 4.293 -1.020
P 0.640 0.989 0.775
O 1.128 -0.163 1.574
O -0.918 1.290 1.298
O 1.583 2.309 1.141
H 3.417 2.803 -3.013
H 2.272 3.027 -1.537
H 3.243 0.413 -2.646
H 2.025 -1.905 -1.496
H 0.588 -2.054 -0.543
H 1.062 -3.114 -3.157
H 0.192 -1.667 -3.495
H -1.161 -3.783 -3.313
H -1.834 -2.371 -2.581
H -2.176 -4.239 -1.169
H -1.052 -3.239 -0.334
H 0.723 -4.923 -1.592
H -0.757 -5.904 -1.624
H 0.833 -5.149 0.758
H -0.899 -5.150 0.929
H -0.107 -6.627 0.423
H -1.563 0.390 -2.081
H -1.617 2.297 -3.641
H 0.006 2.678 -2.987
H -0.880 3.328 -0.921
H -2.221 2.203 -1.073
H -1.935 5.008 -2.005
H -2.905 3.904 -3.033
H -3.687 3.537 -0.245
H -3.608 5.260 -0.534
H -4.655 4.221 -1.521
H -1.017 2.248 1.432
H 1.323 2.705 1.992
C 1.590 0.244 4.603
S 2.744 -0.035 5.947
O 2.438 -1.367 6.536
C 2.050 1.202 7.059
H 1.802 -0.453 3.795
H 0.571 0.086 4.959
H 1.708 1.262 4.233
H 1.001 0.974 7.251
H 2.148 2.189 6.608
H 2.609 1.171 7.993
*
```

Gap between HOMO and LUMO in Ha: 0.2679
LUMO level in eV: 2.511

=====

Entry 2:
C14H34Br8N6O12 | the ωB97M-V functional and the def2-TZVPD basis

```
! wB97M-V def2-TZVPD RIJCOSX def2/J DEFGRID3
* xyz 0 1
C 2.388 -0.552 5.284
N 3.078 0.662 5.774
O 3.952 1.113 5.051
O 2.729 1.134 6.836
H 1.934 -1.066 6.122
H 3.101 -1.153 4.748
H 1.592 -0.200 4.625
C 5.487 -0.661 2.556
N 4.154 -0.605 1.902
O 3.335 -1.509 2.175
O 3.945 0.365 1.193
H 5.526 0.211 3.196
H 6.231 -0.600 1.768
H 5.570 -1.605 3.069
C 0.004 -3.415 -1.413
N 1.425 -3.178 -1.711
O 2.181 -3.193 -0.765
O 1.707 -2.857 -2.825
H -0.431 -2.461 -1.128
H -0.051 -4.122 -0.603
H -0.481 -3.676 -2.348
C -5.351 -2.374 1.421
N -4.088 -1.597 1.329
O -3.095 -2.139 0.862
O -4.135 -0.484 1.652
H -6.026 -1.948 0.681
H -5.767 -2.193 2.412
H -5.195 -3.426 1.263
C -4.203 -1.179 -2.895
N -2.991 -0.371 -2.546
O -3.006 0.812 -2.840
O -2.074 -0.948 -1.991
H -4.472 -0.905 -3.906
H -4.973 -0.887 -2.183
H -3.878 -2.207 -2.806
C -0.449 -2.226 3.390
N -1.355 -3.043 4.224
O -0.853 -3.823 4.921
O -2.539 -2.894 4.121
H 0.436 -2.054 3.989
H -0.913 -1.297 3.088
H -0.192 -2.812 2.512
Br -6.029 1.338 -0.802
C -4.989 2.682 0.169
C -3.483 2.490 0.003
Br -2.579 3.642 1.244
H -5.236 2.625 1.226
H -5.341 3.600 -0.275
H -3.232 2.654 -1.046
H -3.174 1.470 0.217
Br 0.861 1.137 2.154
C 0.426 -0.002 0.606
C 0.909 0.664 -0.675
Br 0.322 2.453 -1.112
H -0.646 -0.167 0.556
H 1.012 -0.902 0.757
H 0.544 0.019 -1.479
H 1.992 0.669 -0.722
Br 1.875 0.218 -3.986
C 0.400 1.069 -4.941
C 0.252 0.381 -6.294
Br -0.644 1.603 -7.550
H 0.713 2.093 -5.079
H -0.494 0.939 -4.350
H -0.360 -0.510 -6.225
H 1.188 0.172 -6.786
Br 4.209 6.170 -3.310
C 4.508 5.055 -1.745
C 3.810 3.713 -1.897
Br 4.830 2.546 -3.084
H 3.999 5.592 -0.950
H 5.562 4.913 -1.572
H 2.823 3.813 -2.326
H 3.718 3.219 -0.933
*
```

Gap between HOMO and LUMO in Ha: 0.3435
SMILES: C[N+](=O)[O-].C[N+](=O)[O-].C[N+](=O)[O-].C[N+](=O)[O-].C[N+](=O)[O-].C[N+](=O)[O-].BrCCBr.BrCCBr.BrCCBr.BrCCBr
Energy relative to the best compared isomer or geometry (same formula, charge and spin) in kJ/mol: 0.0
LUMO level in eV: -0.347

=====

Entry 3:
C14H34F6N3O10S2V | the ωB97M-V functional and the def2-TZVPD basis

```
! wB97M-V def2-TZVPD RIJCOSX def2/J DEFGRID3
* xyz 0 1
O 0.132 0.217 0.785
V -0.611 -1.196 0.804
O -0.844 -1.604 -0.703
C -2.289 1.813 2.253
F -1.152 1.864 2.943
F -3.083 2.807 2.617
F -2.031 1.900 0.945
S -3.151 0.206 2.642
O -2.577 -0.284 3.864
O -4.527 0.520 2.644
N -2.629 -0.753 1.376
S -3.829 -1.793 0.959
O -3.294 -2.783 0.079
O -4.565 -2.251 2.082
C -4.984 -0.782 -0.115
F -4.365 0.334 -0.509
F -5.296 -1.515 -1.171
F -6.084 -0.467 0.544
C 3.719 4.516 -3.747
C 3.989 4.062 -2.302
C 3.486 2.628 -2.091
O 2.149 2.437 -2.397
C 1.220 3.106 -1.569
N 5.428 4.026 -1.971
H 4.022 5.545 -3.938
H 2.655 4.421 -3.989
H 4.252 3.851 -4.434
H 3.558 4.802 -1.627
H 3.731 2.380 -1.047
H 4.062 1.974 -2.749
H 0.996 2.562 -0.643
H 0.313 3.236 -2.152
H 1.623 4.085 -1.289
H 5.907 3.275 -2.454
H 5.895 4.886 -2.228
C 0.113 -3.191 4.877
C 0.140 -2.869 3.387
C -0.839 -3.734 2.644
O -0.776 -3.457 1.250
C -1.116 -4.558 0.412
N -0.114 -1.439 3.079
H 0.292 -4.246 5.061
H -0.835 -2.857 5.310
H 0.875 -2.599 5.394
H 1.148 -3.083 3.008
H -1.874 -3.554 2.994
H -0.671 -4.794 2.864
H -0.349 -5.335 0.493
H -1.143 -4.189 -0.608
H -2.098 -4.950 0.681
H -0.989 -1.196 3.571
H 0.550 -0.896 3.633
C 3.221 -0.239 0.077
C 2.357 -1.362 -0.457
O 1.591 -1.953 0.635
H 2.580 0.467 0.615
H 3.718 0.324 -0.704
H 3.926 -0.590 0.836
H 2.965 -2.145 -0.919
H 1.646 -0.995 -1.191
H 2.126 -2.624 1.064
C -1.263 0.295 -3.555
C -2.434 1.002 -2.951
O -2.855 2.067 -3.819
H -0.974 -0.527 -2.896
H -0.407 0.971 -3.618
H -1.503 -0.120 -4.531
H -2.184 1.384 -1.952
H -3.257 0.291 -2.791
H -3.394 2.676 -3.307
*
```

Gap between HOMO and LUMO in Ha: 0.3314
Energy relative to the best compared isomer or geometry (same formula, charge and spin) in kJ/mol: 0.0
LUMO level in eV: -0.310

=====

Entry 4:
C14H34NO6PS | the ωB97M-V functional and the def2-TZVPD basis

```
! wB97M-V def2-TZVPD RIJCOSX def2/J DEFGRID3
* xyz 0 1
C -1.271 -3.537 3.861
C -1.717 -3.278 2.778
C -2.230 -2.969 1.445
C -2.322 -1.445 1.183
C -1.378 -0.983 0.086
C 0.096 -1.127 0.505
C 1.008 -1.655 -0.633
O 1.156 -2.805 -0.925
N 1.700 -0.572 -1.242
C 1.101 0.633 -0.604
C 0.868 0.158 0.830
P 0.138 1.532 1.760
S 1.514 2.798 2.357
H -0.854 -3.779 4.806
H -3.229 -3.395 1.370
H -1.589 -3.455 0.713
H -3.348 -1.196 0.923
H -2.118 -0.910 2.108
H -1.587 -1.518 -0.838
H -1.592 0.066 -0.127
H 0.141 -1.908 1.262
H 2.663 -0.568 -0.910
H 1.703 1.529 -0.672
H 0.159 0.751 -1.128
H 1.782 -0.201 1.294
H -0.742 2.141 0.854
H -0.626 1.003 2.812
C -5.726 0.348 1.932
O -6.057 -0.975 1.517
H -5.008 0.748 1.221
H -6.605 0.996 1.942
H -5.272 0.341 2.927
H -6.689 -1.326 2.149
C 2.448 -2.451 3.496
O 3.060 -1.468 2.664
H 1.456 -2.085 3.749
H 2.347 -3.407 2.975
H 3.016 -2.599 4.417
H 3.937 -1.780 2.429
C 5.487 1.761 -0.393
O 4.342 0.914 -0.456
H 6.111 1.522 -1.251
H 5.202 2.814 -0.444
H 6.059 1.587 0.520
H 3.795 1.123 0.312
C -0.869 2.541 -2.874
O -0.805 3.424 -1.754
H -1.472 1.686 -2.573
H -1.333 3.020 -3.735
H 0.129 2.197 -3.153
H -0.270 4.181 -2.005
C 0.677 1.586 -6.225
O 0.477 2.942 -5.832
H 1.317 1.125 -5.477
H -0.268 1.038 -6.265
H 1.172 1.521 -7.197
H -0.085 3.361 -6.488
*
```

Gap between HOMO and LUMO in Ha: 0.3349
SMILES: C#CCCC[C@H]1C(=O)NC[C@H]1[PH2]=S.CO.CO.CO.CO.CO
LUMO level in eV: 0.593

=====

Entry 5:
C14H35BrNO5P2 | the ωB97M-V functional and the def2-TZVPD basis

```
! wB97M-V def2-TZVPD RIJCOSX def2/J DEFGRID3
* xyz 1 1
C 1.241 -2.202 3.991
C 1.639 -1.806 2.554
C 0.801 -0.676 1.913
Br 0.996 0.960 2.959
P -1.007 -1.007 1.742
C -1.872 -1.243 3.368
N -3.223 -0.656 3.229
C -1.429 -2.330 0.519
C -1.785 -3.699 1.143
C -0.556 -4.490 1.689
C -0.712 -6.044 1.503
O -0.383 -6.697 2.726
H 0.280 -2.722 4.076
H 1.278 -1.357 4.690
H 2.002 -2.917 4.342
H 2.668 -1.420 2.615
H 1.697 -2.714 1.939
H 1.183 -0.516 0.893
H -1.568 0.181 1.216
H -1.887 -2.291 3.681
H -1.311 -0.597 4.068
H -3.575 -0.453 4.162
H -3.139 0.255 2.780
H -0.656 -2.390 -0.261
H -2.341 -1.964 0.017
H -2.593 -3.631 1.884
H -2.192 -4.322 0.330
H 0.308 -4.183 1.086
H -0.448 -4.304 2.765
H 0.033 -6.379 0.765
H -1.743 -6.262 1.211
H 0.357 -6.244 3.147
O -1.083 2.526 -1.582
P 0.223 2.556 -2.329
O 1.117 3.607 -1.437
C 1.563 3.192 -0.153
C 2.659 2.145 -0.255
O -0.226 3.548 -3.555
C -1.593 3.759 -3.912
C -2.092 5.061 -3.322
O 1.545 2.047 -3.182
C 1.685 2.150 -4.610
C 2.391 3.438 -4.972
H 0.716 2.816 0.432
H 1.947 4.077 0.354
H 2.269 1.215 -0.685
H 3.071 1.918 0.730
H 3.463 2.487 -0.905
H -2.218 2.917 -3.614
H -1.636 3.812 -5.002
H -1.954 5.086 -2.241
H -3.150 5.209 -3.544
H -1.528 5.900 -3.732
H 0.728 2.043 -5.117
H 2.301 1.306 -4.927
H 1.874 4.312 -4.580
H 2.470 3.537 -6.055
H 3.395 3.452 -4.544
*
```

Gap between HOMO and LUMO in Ha: 0.3464
LUMO level in eV: -3.015

=====

Entry 6:
C14H35FN2O8S2 | the ωB97M-V functional and the def2-TZVPD basis

```
! wB97M-V def2-TZVPD RIJCOSX def2/J DEFGRID3
* xyz 0 1
C 6.527 -1.768 -0.738
C 6.616 -0.776 -1.899
F 5.366 -0.735 -2.497
C 6.987 0.667 -1.425
O 6.004 1.606 -1.872
S 4.966 2.075 -0.686
O 4.695 0.901 0.102
O 3.633 2.385 -1.564
C 2.811 1.231 -1.823
C 1.739 1.041 -0.760
C 1.203 -0.370 -0.697
S 0.079 -0.736 -2.025
O -1.040 0.125 -1.970
O 0.753 -0.745 -3.271
O -0.504 -2.204 -1.713
H 7.384 -2.437 -0.784
H 5.656 -2.394 -0.898
H 6.452 -1.277 0.224
H 7.359 -1.101 -2.622
H 7.164 0.708 -0.355
H 7.906 0.971 -1.917
H 2.303 1.429 -2.763
H 3.388 0.332 -1.999
H 2.186 1.243 0.209
H 0.938 1.766 -0.871
H 0.624 -0.466 0.221
H 1.984 -1.125 -0.627
H 0.231 -2.733 -1.355
C -2.905 4.424 0.819
C -2.862 2.928 1.114
C -1.694 2.510 2.022
O -0.430 2.459 1.379
C 0.229 3.706 1.252
N -2.854 2.194 -0.152
H -2.158 4.721 0.083
H -3.879 4.699 0.414
H -2.744 5.011 1.727
H -3.786 2.676 1.645
H -1.883 1.490 2.365
H -1.640 3.141 2.919
H 0.032 4.358 2.107
H -0.059 4.210 0.326
H 1.302 3.512 1.204
H -2.928 1.199 0.046
H -1.925 2.290 -0.552
C -4.723 -2.214 2.337
C -4.364 -2.003 0.869
C -4.807 -3.155 -0.046
O -3.997 -4.314 0.030
C -4.285 -5.180 1.111
N -2.925 -1.746 0.763
H -4.060 -2.926 2.826
H -4.639 -1.273 2.882
H -5.750 -2.571 2.445
H -4.892 -1.106 0.531
H -4.727 -2.813 -1.080
H -5.861 -3.414 0.121
H -5.353 -5.196 1.345
H -3.714 -4.901 2.001
H -3.978 -6.185 0.822
H -2.703 -1.505 -0.201
H -2.449 -2.634 0.905
*
```

Gap between HOMO and LUMO in Ha: 0.3373
Energy relative to the best compared isomer or geometry (same formula, charge and spin) in kJ/mol: 45.5
LUMO level in eV: 0.280

=====

Entry 7:
C14H35O8P2 | the ωB97M-V functional and the def2-TZVPD basis

```
! wB97M-V def2-TZVPD RIJCOSX def2/J DEFGRID3
* xyz -1 1
C -3.043 3.736 -2.296
C -1.561 4.296 -2.072
O -1.112 4.728 -3.341
P 0.631 4.832 -3.451
O 0.356 4.656 -5.194
C -0.072 3.321 -5.417
C 0.947 2.457 -4.537
C 0.731 0.898 -4.476
C -0.040 0.524 -3.136
C 0.958 0.294 -1.907
C 0.433 1.011 -0.602
O 0.968 2.325 -0.427
O 0.940 3.137 -3.269
H -2.981 3.019 -3.159
H -3.480 3.287 -1.370
H -3.632 4.618 -2.681
H -1.601 5.130 -1.306
H -0.975 3.446 -1.632
H 0.415 6.250 -3.620
H 0.840 5.118 -2.040
H 2.038 4.925 -3.784
H 0.093 3.082 -6.518
H -1.169 3.084 -5.307
H 1.949 2.693 -4.996
H 0.064 0.617 -5.332
H 1.710 0.351 -4.569
H -0.743 1.341 -2.840
H -0.670 -0.398 -3.316
H 1.096 -0.787 -1.656
H 1.956 0.702 -2.234
H 0.793 0.387 0.271
H -0.689 0.996 -0.617
H 0.648 2.713 0.395
O 0.254 -2.444 2.125
P -0.035 -3.566 3.117
O 0.914 -3.057 4.391
C 1.010 -1.683 4.748
C 0.010 -1.316 5.829
O 0.969 -4.713 2.491
C 1.409 -4.649 1.138
C 2.779 -4.003 1.060
O -0.658 -4.826 4.068
C -1.474 -4.547 5.192
C -2.773 -3.869 4.811
H 0.886 -1.022 3.890
H 2.023 -1.524 5.127
H -1.015 -1.470 5.480
H 0.120 -0.269 6.118
H 0.153 -1.935 6.718
H 0.684 -4.131 0.508
H 1.474 -5.676 0.769
H 2.783 -3.012 1.519
H 3.105 -3.907 0.023
H 3.513 -4.602 1.604
H -0.918 -3.966 5.928
H -1.697 -5.508 5.664
H -2.590 -2.928 4.281
H -3.372 -3.657 5.698
H -3.354 -4.506 4.140
*
```

Gap between HOMO and LUMO in Ha: 0.1625
LUMO level in eV: 0.527

=====

Entry 8:
C14H36ClCoIOP3 | the ωB97M-V functional and the def2-TZVPD basis

```
! wB97M-V def2-TZVPD RIJCOSX def2/J DEFGRID3
* xyz 2 5
C 0.070 1.304 -7.983
C 0.072 1.912 -6.607
H 0.074 2.130 -8.704
H -0.824 0.704 -8.155
H 0.960 0.698 -8.153
O 0.082 3.081 -6.305
I 0.052 0.517 -4.957
Co -0.081 0.031 -0.122
P 2.137 0.466 -0.435
C 3.276 1.714 0.305
C 3.050 -1.094 -0.012
H 4.108 -0.904 -0.264
H 3.842 0.512 -2.082
H 2.676 -1.921 -0.624
H 2.284 -0.070 -2.807
H 3.199 1.749 1.398
H 2.977 -1.358 1.051
C 2.752 0.662 -2.139
H 4.298 1.425 0.002
H 2.521 1.679 -2.476
H 3.040 2.695 -0.126
P -2.151 0.404 -0.480
C -3.030 1.662 0.517
C -2.722 0.736 -2.178
H -2.610 -1.988 -0.670
H -4.100 -1.033 -0.391
H -3.007 -1.425 0.980
C -3.049 -1.169 -0.091
H -2.250 0.030 -2.876
H -3.818 0.630 -2.210
H -4.114 1.540 0.367
H -2.717 2.652 0.155
H -2.432 1.757 -2.459
H -2.779 1.565 1.584
Cl 0.053 -1.468 -1.807
C -2.654 -1.295 3.444
C -1.407 -0.437 3.455
P -0.205 -0.333 2.032
C 1.295 0.557 2.705
C 1.272 0.947 4.182
C 0.130 -2.138 1.716
C 0.846 -2.878 2.850
H -3.504 -0.829 2.941
H -2.954 -1.417 4.487
H -2.507 -2.297 3.047
H -1.711 0.601 3.675
H -0.802 -0.797 4.314
H 2.221 -0.013 2.501
H 1.371 1.501 2.143
H 1.340 0.047 4.799
H 2.140 1.581 4.402
H 0.353 1.508 4.407
H -0.847 -2.623 1.535
H 0.704 -2.266 0.776
H 0.184 -3.016 3.724
H 1.126 -3.873 2.465
H 1.768 -2.353 3.153
*
```

Gap between HOMO and LUMO (spin up / spin down) in Ha: 0.3028 / 0.1459
Energy relative to the best compared isomer or geometry (same formula, charge and spin) in kJ/mol: 5.1
LUMO level (spin up / spin down) in eV: -5.813 / -10.077

=====

In the order shown, the computed maximum force values come out to 2.04 4.76 1.45 1.49 7.53 1.52 8.24 4.64 eV/Å.